Model one:
{
  "formula": "C3H5NO2S2",
  "method": "ωB97M-V/def2-TZVPD",
  "symbols": ["C", "O", "C", "O", "N", "S", "C", "S", "H", "H", "H", "H", "H"],
  "xyz": [[0.694, 1.945, 1.037], [0.798, 0.700, 0.330], [-0.376, 0.109, 0.091], [-1.451, 0.538, 0.419], [-0.205, -1.114, -0.599], [1.329, -1.786, -1.099], [-1.328, -1.830, -0.913], [-1.341, -3.246, -1.701], [0.249, 1.767, 2.004], [0.105, 2.677, 0.464], [1.742, 2.326, 1.117], [2.019, -0.757, -0.575], [-2.235, -1.327, -0.576]],
  "gap_ev": 9.01,
  "e_lumo_ev": 0.154,
  "smiles": "COC(=O)N(S)C=S"
}

***

Model two:
{
  "formula": "C3H5NO2S2",
  "method": "ωB97M-V/def2-TZVPD",
  "symbols": ["C", "C", "C", "H", "H", "H", "H", "H", "N", "O", "O", "S", "S"],
  "xyz": [[-0.537, -1.439, -2.237], [0.467, 0.045, -0.340], [0.417, 2.175, 1.886], [-0.188, -2.188, -1.360], [-0.629, -2.204, -3.299], [-1.486, -1.057, -1.837], [0.618, 3.208, 2.474], [0.149, 0.241, 2.086], [-0.007, -1.026, 0.217], [-0.541, 1.532, 2.422], [-0.008, -0.993, 1.638], [0.386, 0.202, -2.209], [1.360, 1.504, 0.559]],
  "gap_ev": 8.28,
  "e_lumo_ev": -0.608
}

***

Model three:
{
  "formula": "C3H5NO2S2",
  "method": "ωB97M-V/def2-TZVPD",
  "symbols": ["C", "C", "C", "N", "O", "O", "S", "S", "H", "H", "H", "H", "H"],
  "xyz": [[-1.117, 0.264, -1.287], [0.238, 0.325, -0.816], [0.006, 0.002, 0.633], [0.939, 0.705, 1.828], [-2.255, -1.459, 0.448], [2.173, -1.431, 0.290], [-1.871, -0.058, 0.443], [0.741, -1.434, -0.151], [-1.610, 1.081, -1.675], [-1.375, -0.675, -1.994], [1.105, 0.948, -0.943], [1.757, 0.236, 1.893], [1.268, 1.496, 1.329]],
  "gap_ev": 9.65,
  "e_lumo_ev": 0.361
}

***

According to the calculations, the structures order from most to least stable as model one, model three, model two.

***

Model one:
{
  "formula": "C2H10N2O2",
  "method": "ωB97M-V/def2-TZVPD",
  "symbols": ["C", "N", "C", "N", "H", "H", "H", "H", "H", "H", "H", "H", "O", "H", "H", "O"],
  "xyz": [[1.033, 0.792, 1.245], [-1.028, 2.740, 1.096], [-1.064, 1.559, 0.482], [-0.280, 0.535, 0.731], [1.658, -0.063, 1.063], [1.085, 0.974, 2.317], [1.499, 1.595, 0.689], [-1.922, 3.211, 1.201], [-0.498, 2.793, 1.949], [-1.829, 1.493, -0.279], [-0.663, -2.753, -1.370], [-1.837, -2.021, -1.911], [-1.612, -2.657, -1.219], [2.453, -2.597, -1.059], [3.114, -1.294, -1.361], [2.515, -1.935, -1.757]],
  "gap_ev": [9.58, 5.92],
  "multiplicity": 2,
  "e_lumo_ev": [-4.602, -8.253],
  "total_charge": 1
}

***

Model two:
{
  "formula": "C2H10N2O2",
  "method": "ωB97M-V/def2-TZVPD",
  "symbols": ["N", "C", "O", "H", "H", "H", "H", "H", "N", "C", "O", "H", "H", "H", "H", "H"],
  "xyz": [[2.342, 0.206, -0.247], [1.327, 0.360, -1.202], [0.350, 1.374, -0.962], [2.109, 0.536, 0.679], [3.211, 0.577, -0.601], [1.680, 0.458, -2.235], [0.728, -0.562, -1.389], [-0.065, 1.645, -1.787], [-0.970, 0.227, 1.425], [-1.462, -1.128, 1.225], [-1.885, -1.226, -0.082], [-0.141, 0.380, 0.845], [-1.593, 0.994, 1.145], [-0.629, -1.779, 1.417], [-2.294, -1.351, 1.882], [-2.708, -0.714, -0.114]],
  "gap_ev": [9.90, 4.19],
  "multiplicity": 2,
  "e_lumo_ev": [-3.557, -9.176],
  "total_charge": 1
}

***

According to the calculations, the structures order from most to least stable as model one, model two.

***

Model one:
{
  "formula": "C3H4O2S2",
  "method": "ωB97M-V/def2-TZVPD",
  "symbols": ["C", "C", "C", "O", "O", "S", "S", "H", "H", "H", "H"],
  "xyz": [[0.138, 0.127, 0.393], [1.621, -0.159, 0.413], [-0.816, -0.010, -0.739], [-1.769, 2.170, 0.363], [3.992, 0.556, -0.161], [-0.576, 1.743, -0.377], [2.646, 1.061, 0.012], [-0.374, 0.102, 1.322], [1.677, -1.244, 0.774], [-1.818, -0.095, -0.464], [-0.646, -0.387, -1.679]],
  "gap_ev": 8.76,
  "e_lumo_ev": -0.696
}

***

Model two:
{
  "formula": "C3H4O2S2",
  "method": "ωB97M-V/def2-TZVPD",
  "symbols": ["C", "C", "C", "H", "H", "H", "H", "O", "O", "S", "S"],
  "xyz": [[-1.163, 0.648, -0.386], [0.023, -0.371, -0.044], [1.322, 0.320, 0.324], [-2.836, -0.033, 1.468], [-1.002, 0.993, -1.442], [-1.178, 1.631, 0.269], [2.700, -2.039, -0.178], [-2.357, -0.145, -0.401], [1.648, 1.558, 0.484], [-0.047, -1.946, 0.257], [2.890, -0.616, -0.351]],
  "gap_ev": 6.72,
  "e_lumo_ev": -2.842
}

***

Model three:
{
  "formula": "C3H4O2S2",
  "method": "ωB97M-V/def2-TZVPD",
  "symbols": ["C", "C", "C", "O", "O", "S", "S", "H", "H", "H", "H"],
  "xyz": [[-0.651, -0.344, 1.112], [0.218, -1.236, 0.715], [0.360, 1.429, -0.757], [-2.182, 1.392, -0.087], [1.279, -1.962, -1.553], [-0.858, 1.349, 0.517], [1.614, -0.945, -0.522], [-1.372, -0.386, 1.959], [0.255, -2.317, 0.974], [-0.005, 1.403, -1.826], [1.343, 1.617, -0.532]],
  "gap_ev": [7.97, 7.42],
  "e_lumo_ev": [-1.162, -1.351]
}

***

According to the calculations, the structures order from most to least stable as model one, model three, model two.

***

Model one:
{
  "formula": "C4H9N4",
  "method": "ωB97M-V/def2-TZVPD",
  "symbols": ["C", "C", "C", "C", "N", "N", "N", "N", "H", "H", "H", "H", "H", "H", "H", "H", "H"],
  "xyz": [[2.401, 0.112, -0.499], [1.242, -0.714, -0.820], [-0.254, -0.024, 0.783], [-1.405, -0.268, 1.590], [3.220, 0.895, -0.314], [0.451, -1.122, 0.166], [0.172, 0.483, -1.734], [-0.812, 0.714, -0.838], [1.613, -1.414, -1.540], [0.367, 0.836, 1.070], [-1.039, -0.663, 2.580], [-2.134, -0.858, 0.919], [-1.916, 0.708, 1.878], [-0.116, -1.926, 0.276], [0.931, 1.112, -1.688], [-1.794, 0.410, -1.181], [-0.927, 1.718, -0.648]],
  "gap_ev": 11.17,
  "e_lumo_ev": -3.688,
  "total_charge": 1
}

***

Model two:
{
  "formula": "C4H9N4",
  "method": "ωB97M-V/def2-TZVPD",
  "symbols": ["C", "C", "C", "C", "N", "N", "N", "N", "H", "H", "H", "H", "H", "H", "H", "H", "H"],
  "xyz": [[0.326, 1.138, -0.568], [1.618, 0.544, -0.259], [0.225, -1.292, 1.835], [-0.806, 0.544, -0.231], [1.835, -0.645, 0.415], [0.735, -1.424, 0.713], [0.279, -2.043, -0.410], [-1.996, 1.511, -0.366], [0.365, 2.216, -0.771], [2.588, 1.055, -0.429], [-0.851, -1.483, 1.995], [2.746, -1.126, 0.413], [0.068, -1.324, -1.176], [-0.597, -2.598, -0.254], [-1.855, 2.209, -1.102], [-1.884, 1.857, 0.586], [-2.797, 0.859, -0.390]],
  "gap_ev": [6.69, 6.69],
  "e_lumo_ev": [-5.072, -5.071],
  "total_charge": 1
}

***

According to the calculations, the structures order from most to least stable as model one, model two.

***

Model one:
{
  "formula": "C2H4NOP",
  "method": "ωB97M-V/def2-TZVPD",
  "symbols": ["N", "C", "C", "O", "P", "H", "H", "H", "H"],
  "xyz": [[-2.903, -1.079, -0.024], [-2.135, -0.235, -0.104], [-1.168, 0.805, -0.194], [0.345, 0.162, 0.211], [0.638, -1.404, -0.105], [-1.030, 1.184, -1.202], [-1.276, 1.583, 0.552], [1.872, -1.168, -0.733], [1.243, -1.648, 1.137]],
  "gap_ev": 9.76,
  "e_lumo_ev": 0.241,
  "smiles": "N#CCOP"
}

***

Model two:
{
  "formula": "C2H4NOP",
  "method": "ωB97M-V/def2-TZVPD",
  "symbols": ["C", "P", "O", "C", "N", "H", "H", "H", "H"],
  "xyz": [[1.162, 0.075, -0.429], [-0.462, 0.942, -0.179], [-1.337, -0.110, -1.088], [-0.480, 0.128, 1.457], [-0.736, -0.526, 2.367], [0.728, -0.938, -0.104], [1.945, 0.318, 0.240], [1.431, 0.186, -1.549], [-2.251, -0.076, -0.716]],
  "gap_ev": 10.40,
  "e_lumo_ev": 0.502,
  "smiles": "CP(O)C#N"
}

***

According to the calculations, the structures order from most to least stable as model two, model one.

***

Model one:
{
  "formula": "C5H3ClS",
  "method": "ωB97M-V/def2-TZVPD",
  "symbols": ["C", "C", "C", "C", "C", "H", "H", "H", "S", "Cl"],
  "xyz": [[-1.132, 0.347, -0.078], [-0.808, 1.827, -0.096], [-0.260, -0.702, -0.121], [1.185, -0.882, 0.067], [2.351, -1.429, -0.039], [-1.737, 2.564, -0.069], [-0.920, -1.639, -0.197], [3.433, -2.200, 0.399], [0.647, 2.354, 0.056], [-2.759, -0.239, 0.079]],
  "gap_ev": 7.60,
  "e_lumo_ev": -1.334
}

***

Model two:
{
  "formula": "C5H3ClS",
  "method": "ωB97M-V/def2-TZVPD",
  "symbols": ["C", "C", "C", "C", "Cl", "C", "S", "H", "H", "H"],
  "xyz": [[-3.355, -0.651, -0.101], [-2.277, -0.056, 0.123], [-1.316, 0.912, 0.237], [-0.040, 0.465, -0.239], [1.204, 1.547, -0.062], [0.273, -0.906, -0.298], [1.641, -1.508, 0.143], [-4.174, -1.204, -0.171], [-1.615, 1.974, 0.915], [-0.657, -1.522, -0.313]],
  "gap_ev": 7.31,
  "e_lumo_ev": -1.443,
  "smiles": "C#C/C=C(/Cl)C=S"
}

***

According to the calculations, the structures order from most to least stable as model two, model one.